Record 1
The following is a DFT calculation (ωB97M-V/def2-TZVPD) of a structure of composition C23H15Cl2N5O4OsSe.

The geometry in ORCA input format:
```
! wB97M-V def2-TZVPD RIJCOSX def2/J DEFGRID3
* xyz 2 5
Os 10.509 11.956 5.725
O 4.996 12.254 4.037
C 5.191 11.181 4.769
O 4.259 10.522 5.250
C 6.572 10.841 5.150
C 6.962 9.739 5.985
Cl 5.880 8.919 7.003
N 8.277 9.806 6.254
N 8.818 10.878 5.556
C 7.784 11.501 4.887
C 8.214 12.766 4.217
O 7.269 13.494 3.902
O 9.502 12.958 4.085
C 9.173 8.791 6.823
C 10.550 9.011 6.918
C 11.433 7.982 7.086
C 10.964 6.759 7.591
C 9.596 6.525 7.647
C 8.676 7.470 7.206
H 5.819 12.787 3.932
H 11.083 9.987 6.668
H 12.478 8.189 6.930
H 11.663 5.949 7.774
H 9.186 5.575 7.975
H 7.578 7.300 7.138
Se 15.012 10.527 7.469
N 15.754 11.767 6.403
C 14.763 12.493 5.950
C 14.923 13.548 4.972
C 13.798 14.289 4.622
C 12.528 13.828 4.890
N 12.350 12.695 5.614
C 13.385 12.168 6.307
N 13.299 11.184 7.163
H 15.825 13.469 4.392
H 13.863 15.149 3.931
H 11.608 14.206 4.489
Cl 6.986 12.312 8.163
C 7.556 13.840 7.502
C 6.687 14.899 7.648
C 7.059 16.152 7.204
C 8.335 16.384 6.758
C 9.227 15.288 6.629
C 8.881 14.056 7.191
C 9.920 13.048 7.494
H 5.746 14.791 8.182
H 6.360 16.956 7.249
H 8.659 17.396 6.491
H 10.237 15.402 6.192
H 9.564 12.406 8.310
H 10.886 13.538 7.747
*
```

Its expectation value of S² is 6.0431. The HOMO-LUMO gap (spin up / spin down) is 0.2310 / 0.2043 hartree. For the energy relative to the best compared isomer or geometry (same formula, charge and spin), the calculation gives 0.0 kcal/mol. The total energy is -4871.922458 Eh.


Record 2
The following is a DFT calculation (ωB97M-V/def2-TZVPD) of a structure of composition C25H20F5N3OS2V.

The geometry in ORCA input format:
```
! wB97M-V def2-TZVPD RIJCOSX def2/J DEFGRID3
* xyz 0 4
V -0.046 -1.130 0.074
S -3.887 -2.880 -0.286
C -4.280 -1.199 -0.376
C -5.531 -0.541 -0.460
C -5.606 0.862 -0.585
C -4.418 1.635 -0.795
C -3.178 1.017 -0.780
C -3.106 -0.400 -0.530
N -1.955 -1.133 -0.490
C -2.196 -2.447 -0.582
C -1.080 -3.301 -0.885
C -1.285 -4.600 -1.408
C -0.205 -5.355 -1.922
C 1.037 -4.725 -2.022
C 1.285 -3.457 -1.480
C 0.243 -2.712 -0.960
H -6.450 -1.127 -0.428
H -6.609 1.297 -0.633
H -4.556 2.727 -0.983
H -2.234 1.539 -0.877
H -2.288 -4.940 -1.324
H -0.428 -6.380 -2.321
H 1.886 -5.212 -2.503
H 2.283 -3.070 -1.600
F 5.869 -1.787 2.854
C 4.535 -1.643 2.835
C 3.847 -1.270 1.641
F 4.557 -1.092 0.504
C 2.502 -1.138 1.596
F 2.018 -0.997 0.207
C 1.618 -1.347 2.673
S -0.149 -1.481 2.447
C 2.322 -1.691 3.876
F 1.670 -1.807 5.015
C 3.741 -1.830 3.938
F 4.338 -2.032 5.140
C -0.889 2.697 1.649
N -0.057 3.091 0.532
C 0.341 4.467 0.366
C 1.046 4.758 -0.960
C 2.103 3.629 -1.183
N 1.329 2.360 -1.251
C 1.689 1.294 -2.202
C 0.411 2.089 -0.290
O 0.011 0.900 -0.020
H -0.459 1.762 2.057
H -1.903 2.333 1.282
H -1.063 3.493 2.383
H 1.017 4.817 1.220
H -0.594 5.132 0.389
H 1.594 5.699 -0.941
H 0.347 4.741 -1.768
H 2.820 3.650 -0.319
H 2.653 3.673 -2.127
H 1.989 1.774 -3.158
H 0.830 0.686 -2.328
H 2.524 0.607 -1.897
*
```

Its expectation value of S² is 3.7799. The HOMO-LUMO gap (spin up / spin down) is 0.2103 / 0.2871 hartree. For the energy relative to the best compared isomer or geometry (same formula, charge and spin), the calculation gives 27.1 kcal/mol. The total energy is -3443.829617 Eh.


Record 3
The following is a DFT calculation (ωB97M-V/def2-TZVPD) of a cluster of 19 separate species, C87H205N7O31 in total.

The geometry in ORCA input format:
```
! wB97M-V def2-TZVPD RIJCOSX def2/J DEFGRID3
* xyz 0 1
C -5.572 -4.608 0.157
C -4.322 -3.997 0.836
O -4.317 -3.915 2.265
O -6.683 -3.732 0.226
H -5.790 -5.567 0.628
H -5.351 -4.824 -0.888
H -4.117 -2.992 0.466
H -3.499 -4.661 0.569
H -5.122 -3.421 2.438
H -6.803 -3.575 1.166
C 5.538 0.402 -4.118
C 6.708 1.248 -3.571
O 7.301 2.115 -4.559
O 5.039 -0.333 -3.012
H 5.639 -0.218 -5.009
H 4.713 1.062 -4.386
H 7.475 0.585 -3.171
H 6.500 1.966 -2.777
H 8.233 2.147 -4.330
H 4.648 0.260 -2.366
C 5.192 -5.291 4.138
C 5.049 -6.590 4.962
O 4.487 -7.610 4.100
O 5.521 -4.249 4.964
H 4.248 -4.938 3.721
H 6.001 -5.414 3.418
H 4.403 -6.500 5.835
H 5.966 -7.118 5.225
H 5.140 -7.944 3.482
H 4.693 -4.011 5.388
C 5.543 3.582 -0.227
C 5.110 2.065 -0.243
O 4.288 1.683 -1.319
O 4.496 4.399 0.207
H 5.955 3.907 -1.183
H 6.375 3.744 0.458
H 4.682 1.750 0.709
H 5.984 1.417 -0.308
H 3.661 2.410 -1.344
H 4.765 5.290 -0.028
C 0.900 -3.748 6.073
C 2.034 -2.991 5.511
O 3.216 -3.620 5.965
O 0.860 -3.513 7.483
H 0.842 -4.787 5.750
H -0.023 -3.351 5.650
H 1.974 -1.936 5.779
H 2.050 -3.085 4.425
H 3.245 -3.123 6.786
H 0.670 -4.347 7.918
C -1.079 -3.809 -3.005
C -0.951 -4.665 -1.703
O -1.631 -5.787 -1.949
O -2.446 -3.342 -3.104
H -0.998 -4.438 -3.891
H -0.437 -2.929 -2.966
H -1.305 -4.113 -0.832
H 0.088 -4.907 -1.481
H -2.462 -5.553 -2.369
H -2.668 -3.314 -4.037
C 7.296 -0.596 2.641
C 6.554 -1.838 3.128
O 6.906 -2.112 4.455
O 6.600 0.551 3.085
H 7.309 -0.508 1.555
H 8.342 -0.556 2.944
H 6.728 -2.760 2.572
H 5.474 -1.694 3.146
H 6.336 -2.852 4.673
H 7.200 1.290 3.213
C -6.023 -1.718 -5.348
C -4.489 -1.861 -4.969
O -3.883 -2.996 -5.517
O -6.267 -1.546 -6.736
H -6.339 -0.832 -4.797
H -6.551 -2.600 -4.983
H -4.307 -1.936 -3.897
H -3.928 -0.947 -5.165
H -4.138 -3.077 -6.439
H -5.638 -2.075 -7.232
C -6.277 -1.732 3.563
C -5.531 -2.151 4.815
O -6.122 -1.683 5.993
O -7.006 -2.847 3.008
H -5.683 -1.236 2.795
H -6.985 -0.920 3.731
H -4.515 -1.757 4.855
H -5.316 -3.214 4.711
H -5.570 -2.075 6.674
H -7.869 -2.767 3.422
C 1.217 5.235 -0.567
C -0.270 5.122 -0.152
O -0.690 6.139 0.770
O 1.650 6.503 -1.079
H 1.632 4.414 -1.153
H 1.731 5.225 0.394
H -0.507 4.097 0.134
H -0.879 5.179 -1.054
H -1.319 5.763 1.391
H 1.078 7.231 -0.825
C 3.527 2.254 4.092
C 4.292 3.486 3.743
O 4.425 4.428 4.806
O 4.358 1.246 4.620
H 3.075 1.978 3.139
H 2.678 2.464 4.743
H 3.686 4.050 3.034
H 5.254 3.251 3.289
H 4.739 3.922 5.559
H 5.020 1.004 3.969
C -1.366 -4.825 3.204
C -1.580 -6.291 2.912
O -0.995 -7.081 3.948
O -2.231 -4.228 4.153
H -1.519 -4.449 2.192
H -0.335 -4.670 3.523
H -1.161 -6.517 1.931
H -2.620 -6.617 2.907
H -0.053 -7.179 3.788
H -3.103 -4.042 3.797
C 8.491 -2.925 -1.283
C 7.262 -3.722 -1.771
C 7.646 -5.255 -1.767
C 6.411 -6.185 -1.828
C 5.359 -5.832 -0.760
C 4.901 -4.329 -0.696
N 6.098 -3.413 -0.858
O 5.816 -2.062 -0.687
C 3.716 -4.124 -1.683
C 4.292 -4.058 0.676
C 6.829 -3.332 -3.201
H 8.493 -1.851 -1.471
H 9.367 -3.245 -1.847
H 8.748 -3.050 -0.231
H 8.114 -5.372 -2.745
H 8.294 -5.580 -0.954
H 6.643 -7.246 -1.732
H 5.935 -6.076 -2.802
H 5.638 -6.259 0.203
H 4.486 -6.438 -1.004
H 3.902 -4.365 -2.730
H 2.814 -4.697 -1.468
H 3.476 -3.061 -1.705
H 4.785 -4.556 1.511
H 4.284 -2.980 0.840
H 3.272 -4.439 0.628
H 5.874 -3.785 -3.468
H 7.550 -3.712 -3.924
H 6.710 -2.249 -3.232
H 5.654 -1.787 -1.592
C 0.908 2.259 -4.584
C -0.257 3.202 -4.839
C 0.203 4.664 -4.519
C 1.086 5.338 -5.535
C 0.432 5.261 -6.942
C 0.095 3.841 -7.392
N -0.651 3.176 -6.288
O -1.304 2.004 -6.632
C -0.827 3.871 -8.642
C 1.432 3.218 -7.810
C -1.447 2.824 -3.924
H 1.879 2.506 -5.012
H 0.657 1.231 -4.847
H 1.184 2.228 -3.529
H -0.687 5.264 -4.333
H 0.848 4.655 -3.640
H 1.989 4.730 -5.476
H 1.328 6.372 -5.293
H 1.128 5.755 -7.620
H -0.499 5.826 -6.942
H -0.395 4.293 -9.549
H -1.230 2.901 -8.933
H -1.579 4.552 -8.243
H 1.795 3.510 -8.796
H 2.222 3.404 -7.083
H 1.335 2.143 -7.656
H -2.422 3.259 -4.143
H -1.209 3.020 -2.879
H -1.504 1.776 -3.632
H -2.230 2.238 -6.732
C -2.315 0.025 5.732
C -1.438 0.542 6.942
C -0.268 1.330 6.222
C 0.495 2.236 7.164
C -0.461 3.238 7.927
C -1.668 2.510 8.646
N -2.233 1.531 7.733
O -3.367 0.917 8.264
C -1.250 1.873 9.948
C -2.691 3.595 9.009
C -0.807 -0.652 7.705
H -1.740 -0.496 4.966
H -2.983 0.735 5.245
H -2.923 -0.779 6.146
H 0.481 0.621 5.871
H -0.570 1.943 5.373
H 1.180 2.835 6.565
H 1.140 1.678 7.843
H -0.768 3.927 7.141
H 0.045 3.875 8.653
H -2.003 1.329 10.519
H -0.425 1.175 9.805
H -0.853 2.608 10.648
H -2.305 4.422 9.605
H -3.071 4.032 8.086
H -3.552 3.184 9.535
H 0.169 -0.501 8.168
H -0.728 -1.511 7.039
H -1.404 -1.024 8.537
H -4.069 1.166 7.659
C -7.700 1.647 1.193
C -6.407 1.292 0.393
C -6.683 -0.057 -0.254
C -5.642 -0.585 -1.285
C -5.243 0.476 -2.299
C -5.155 2.002 -1.762
N -6.157 2.311 -0.684
O -6.208 3.649 -0.339
C -3.696 2.288 -1.247
C -5.330 2.856 -3.004
C -5.331 1.212 1.479
H -8.596 1.478 0.597
H -7.602 2.641 1.628
H -7.828 1.033 2.085
H -6.566 -0.873 0.460
H -7.626 -0.047 -0.801
H -6.017 -1.501 -1.742
H -4.746 -0.774 -0.694
H -6.072 0.420 -3.004
H -4.233 0.196 -2.598
H -2.962 2.131 -2.037
H -3.492 3.302 -0.902
H -3.415 1.660 -0.401
H -5.470 3.916 -2.792
H -4.356 2.801 -3.490
H -6.118 2.546 -3.691
H -5.706 0.912 2.458
H -5.083 2.247 1.713
H -4.448 0.639 1.195
H -6.817 4.013 -0.986
C -0.761 -3.285 -7.160
C -0.077 -2.046 -7.871
C 0.826 -1.347 -6.755
C 2.275 -1.875 -6.543
C 2.917 -2.057 -7.936
C 2.076 -2.878 -9.000
N 0.752 -2.306 -9.105
O -0.007 -2.953 -10.073
C 2.857 -2.579 -10.321
C 2.123 -4.412 -8.689
C -1.112 -0.987 -8.188
H 0.037 -3.839 -6.666
H -1.245 -4.011 -7.813
H -1.388 -2.920 -6.347
H 0.931 -0.281 -6.956
H 0.258 -1.318 -5.825
H 2.223 -2.816 -5.995
H 2.925 -1.124 -6.096
H 3.874 -2.559 -7.792
H 3.160 -1.048 -8.268
H 3.877 -2.963 -10.348
H 2.239 -3.010 -11.109
H 2.921 -1.510 -10.525
H 2.138 -4.547 -7.608
H 1.282 -4.989 -9.073
H 2.957 -4.784 -9.284
H -0.733 -0.139 -8.759
H -1.515 -0.602 -7.252
H -1.981 -1.304 -8.765
H -0.507 -2.238 -10.475
C 0.928 1.485 -0.539
C 0.714 -0.051 -0.535
C 1.821 -0.734 0.390
C 1.548 -0.406 1.878
C 0.133 -1.084 2.122
C -1.091 -0.412 1.315
N -0.641 -0.563 -0.138
O -1.604 -0.116 -1.010
C -2.244 -1.350 1.520
C -1.272 0.969 1.872
C 1.135 -0.600 -1.892
H 1.088 1.906 0.454
H 0.093 1.870 -1.123
H 1.848 1.753 -1.059
H 1.816 -1.814 0.241
H 2.753 -0.322 0.002
H 1.740 0.640 2.121
H 2.279 -0.942 2.483
H -0.084 -1.120 3.190
H 0.143 -2.150 1.897
H -1.979 -2.393 1.687
H -2.813 -1.067 2.405
H -3.000 -1.356 0.735
H -1.651 1.541 1.025
H -1.957 0.872 2.714
H -0.383 1.377 2.352
H 2.027 -0.103 -2.274
H 0.334 -0.468 -2.619
H 1.265 -1.676 -1.770
H -1.918 -0.894 -1.475
C -1.037 4.576 3.906
C -2.525 4.934 3.973
C -2.635 6.168 4.992
C -4.006 6.887 4.950
C -4.316 7.299 3.491
C -4.202 6.167 2.454
N -2.955 5.347 2.614
O -2.769 4.423 1.593
C -5.483 5.329 2.531
C -4.074 6.923 1.133
C -3.392 3.836 4.607
H -0.924 3.608 3.417
H -0.693 4.490 4.936
H -0.496 5.375 3.400
H -2.415 5.864 6.015
H -1.959 6.939 4.623
H -3.913 7.804 5.532
H -4.814 6.262 5.330
H -3.640 8.124 3.262
H -5.328 7.704 3.508
H -5.384 4.422 1.935
H -5.819 4.924 3.486
H -6.431 5.783 2.244
H -3.320 7.709 1.110
H -3.872 6.252 0.298
H -5.038 7.385 0.919
H -3.740 3.128 3.854
H -4.351 4.269 4.891
H -2.961 3.278 5.438
H -3.616 3.985 1.707
*
```

The HOMO-LUMO gap is 0.2952 hartree. For the energy relative to the best compared isomer or geometry (same formula, charge and spin), the calculation gives 111.5 kcal/mol. The total energy is -6152.843599 Eh.


Look up the energy relative to the best compared isomer or geometry (same formula, charge and spin) of the first one.
0.0 kcal/mol